{"formula": "CH7NO", "method": "wB97M-V/def2-TZVPD", "multiplicity": 1, "de_lowest_kj_mol": 172.6, "e_homo_ev": -9.6900, "e_lumo_ha": 0.02898, "elements": ["C", "N", "H", "H", "H", "H", "H", "O", "H", "H"], "coordinates": [[0.4535, 0.7177, 1.5656], [0.1561, -0.3551, 0.5048], [-0.5681, 1.0732, 1.9410], [1.3628, 0.5607, 2.3315], [0.7510, 1.5588, 0.6593], [0.9652, -1.1880, 0.5104], [-0.7549, -0.7584, 0.8325], [-0.5888, -0.4277, -1.9569], [-0.4009, 0.3715, -2.5443], [-0.4580, -0.0169, -1.0026]], "atomic_forces_ev_per_a": [[1.1, 2.2, -3.5], [1.5, -2.8, 3.0], [1.9, -0.6, 0.1], [-2.5, 0.2, -1.7], [-0.2, -1.4, 3.5], [-3.1, 2.8, 0.0], [1.4, -0.4, -0.5], [0.3, 3.0, 0.2], [-0.5, -1.8, 1.0], [0.2, -1.4, -2.1]]}

{"formula": "C26H37FI2N5O6", "method": "wB97M-V/def2-TZVPD", "multiplicity": 1, "e_homo_ev": -10.7394, "charge": 1, "e_lumo_ha": -0.19046, "elements": ["C", "C", "C", "C", "C", "C", "C", "C", "C", "O", "O", "C", "I", "C", "C", "C", "C", "N", "O", "N", "F", "C", "I", "C", "C", "H", "H", "H", "H", "H", "H", "H", "H", "H", "H", "H", "H", "H", "H", "H", "H", "C", "C", "O", "N", "C", "H", "H", "H", "H", "H", "H", "H", "C", "C", "O", "N", "C", "H", "H", "H", "H", "H", "H", "H", "C", "C", "O", "N", "C", "H", "H", "H", "H", "H", "H", "H"], "coordinates": [[0.1164, -0.7126, 5.7355], [0.0014, -1.8959, 4.6528], [-1.0531, -1.6586, 3.5042], [-1.1700, -2.7662, 2.4272], [-0.3140, -4.0872, 2.4476], [-0.5806, -5.1078, 1.2275], [-0.3161, -4.2606, -0.1187], [-1.4828, -3.6458, -0.9347], [-3.0413, -3.7922, -0.5480], [-3.7040, -2.7874, -0.1676], [-3.7581, -5.0111, -0.6260], [-1.0815, -2.8515, -2.2421], [-2.7553, -2.0089, -3.3642], [0.4179, -2.7108, -2.6990], [0.7649, -1.9330, -4.0440], [2.0440, -0.9674, -3.9535], [2.1443, -0.1184, -2.6065], [1.3046, 1.0591, -2.3030], [3.0287, -0.4347, -1.7410], [1.4358, -3.3490, -1.8671], [2.7502, -3.3174, -2.1877], [1.1321, -4.0712, -0.6355], [2.8044, -4.9129, 0.5144], [0.7028, -4.3368, 3.5898], [0.8187, -3.2043, 4.6764], [0.8615, -0.9251, 6.5710], [-0.9187, -0.4222, 6.1612], [0.4866, 0.2183, 5.1604], [-1.6931, -0.7191, 3.4694], [-1.9038, -2.5888, 1.5748], [0.0932, -6.0415, 1.2972], [-1.6597, -5.5054, 1.2739], [-3.2563, -5.6954, -1.1257], [0.9692, -2.7269, -4.8599], [-0.1035, -1.2982, -4.4566], [3.0014, -1.6018, -4.0689], [2.0527, -0.2343, -4.8454], [0.6776, 0.8509, -1.5090], [1.8975, 1.8682, -2.0380], [1.3362, -5.2984, 3.6348], [1.5696, -3.4165, 5.5185], [-2.5399, 3.0207, 0.3195], [-2.0123, 1.6887, -0.1362], [-0.8789, 1.5498, -0.5899], [-2.8403, 0.6123, -0.0316], [-4.1969, 0.5820, 0.4742], [-1.7781, 3.7859, 0.1799], [-3.4181, 3.2966, -0.2689], [-2.7967, 2.9781, 1.3809], [-2.4254, -0.2501, -0.3544], [-4.2328, -0.1048, 1.3224], [-4.8514, 0.2115, -0.3175], [-4.5389, 1.5640, 0.7926], [-4.3833, 7.0724, -2.0931], [-3.1744, 6.3395, -1.5777], [-3.0405, 6.0463, -0.3967], [-2.2093, 6.0022, -2.4805], [-2.1971, 6.2644, -3.9042], [-5.0667, 7.2766, -1.2697], [-4.0828, 8.0245, -2.5378], [-4.9055, 6.4604, -2.8330], [-1.4256, 5.5132, -2.0726], [-2.1325, 5.3091, -4.4299], [-1.3148, 6.8645, -4.1364], [-3.0880, 6.7947, -4.2324], [7.2871, 0.2961, 1.9848], [6.0712, 1.0470, 2.4570], [6.0917, 1.7719, 3.4415], [4.9191, 0.8950, 1.7421], [4.7087, 0.0856, 0.5598], [8.1281, 0.5090, 2.6437], [7.0946, -0.7798, 2.0054], [7.5522, 0.6109, 0.9722], [4.1418, 1.4240, 2.1098], [4.3800, 0.7385, -0.2490], [3.9244, -0.6427, 0.7775], [5.6112, -0.4389, 0.2538]], "atomic_forces_ev_per_a": [[0.1, 0.0, -1.0], [-1.0, -1.7, -2.0], [2.7, -4.3, -0.2], [2.0, 0.2, 2.6], [0.2, 2.1, 2.2], [0.3, 0.8, 0.3], [0.0, 0.8, -2.4], [3.7, 0.0, -1.7], [-2.9, 2.3, 1.1], [3.4, -3.9, -1.5], [2.6, 1.8, -0.5], [2.0, -1.6, 2.4], [1.6, -0.6, 0.7], [-2.1, -0.5, 1.3], [0.5, 0.0, -0.4], [0.6, 0.2, -0.2], [2.8, 0.0, 3.4], [0.6, -1.2, -1.2], [-3.2, 0.4, -3.8], [-4.1, -0.6, 1.8], [-1.1, 0.2, -0.3], [-2.0, 0.5, -0.4], [-1.5, 0.9, -1.3], [-2.6, 3.6, -0.6], [-1.6, 0.1, -2.1], [-1.1, 0.1, -1.2], [1.7, -0.8, -0.6], [-0.5, -1.4, 1.0], [1.0, -1.5, 0.0], [1.1, -0.3, 1.3], [-0.9, 1.7, -0.3], [1.5, 0.9, -0.3], [-0.2, 0.5, 0.4], [-0.3, 1.2, 1.3], [1.0, -1.3, 1.3], [-1.5, 1.2, 0.5], [-0.4, -1.2, 1.4], [0.2, 0.3, -0.5], [-0.4, -1.0, -0.1], [-1.2, 1.8, 0.0], [-1.3, 0.6, -1.4], [0.2, 0.0, -0.1], [-0.1, -0.3, 0.0], [0.0, -0.1, 0.1], [0.5, 0.6, -0.1], [0.1, -0.4, -0.1], [-0.1, -0.1, 0.0], [0.0, 0.1, 0.2], [-0.1, 0.1, -0.1], [-0.2, 0.0, 0.1], [-0.3, 0.1, 0.0], [-0.2, 0.0, 0.2], [0.1, -0.1, -0.1], [-0.2, 0.1, 0.0], [0.3, -0.2, 0.4], [-0.1, 0.0, -0.2], [-0.5, 0.1, 0.3], [0.4, -0.2, 0.2], [0.2, -0.1, 0.0], [-0.1, -0.1, -0.1], [0.0, 0.2, -0.1], [0.0, 0.1, -0.1], [0.0, 0.2, -0.2], [-0.1, 0.0, -0.3], [0.1, -0.1, 0.1], [0.2, -0.1, 0.0], [-0.3, 0.4, 0.5], [0.1, -0.2, -0.2], [0.6, -0.1, 0.2], [-0.3, 0.4, 0.3], [-0.2, 0.1, 0.0], [0.1, 0.1, -0.2], [0.0, -0.2, 0.0], [0.1, 0.0, -0.1], [0.0, -0.3, -0.1], [0.0, -0.1, -0.3], [0.0, 0.1, 0.1]]}

{"formula": "C3H4FNO3", "method": "wB97M-V/def2-TZVPD", "multiplicity": 1, "de_lowest_kj_mol": 615.6, "e_homo_ev": -8.7809, "e_lumo_ha": 0.02420, "elements": ["O", "N", "C", "F", "O", "C", "C", "O", "H", "H", "H", "H"], "coordinates": [[-3.4727, -1.4778, -0.1858], [-2.6091, -0.6782, 0.1367], [-2.5507, 0.6062, 0.1455], [-3.6111, 1.2316, -0.2766], [-1.4219, 1.2582, 0.4163], [-0.2036, 0.7371, -0.0733], [-0.2413, -0.7838, -0.4172], [-1.2885, -1.2942, 0.4468], [0.4421, 1.1641, 0.7925], [0.1479, 1.1172, -1.0658], [0.5749, -1.3664, -0.3015], [-0.7619, -0.8587, -1.3548]], "atomic_forces_ev_per_a": [[-0.8, -0.1, -0.1], [2.0, -0.7, -0.1], [0.7, -1.3, -0.4], [-0.2, 0.9, 0.2], [-1.7, 0.4, -0.5], [3.2, 0.3, 0.2], [-5.6, 3.2, 1.4], [-0.4, -0.4, 1.1], [-0.2, -1.5, -1.8], [-0.6, 0.9, 0.9], [2.7, -1.6, 0.4], [0.8, -0.1, -1.2]]}

{"formula": "C4H27N2O10", "method": "wB97M-V/def2-TZVPD", "multiplicity": 2, "de_lowest_kj_mol": 0.0, "e_homo_ev": [-3.3970, -7.5503], "e_lumo_ha": [-0.00670, -0.00685], "elements": ["C", "C", "C", "N", "C", "N", "H", "H", "H", "H", "H", "H", "H", "H", "H", "O", "H", "H", "O", "H", "H", "O", "H", "H", "O", "H", "H", "O", "H", "H", "O", "H", "H", "O", "H", "H", "O", "H", "H", "O", "H", "H", "O"], "coordinates": [[-0.4729, -2.8018, 0.0957], [-0.7703, -1.3688, 0.4492], [0.1074, -0.4346, 0.8123], [-0.6683, 0.7180, 1.2755], [-1.9958, 0.4216, 1.0552], [-2.1218, -0.8248, 0.5349], [0.3818, -3.1105, 0.5308], [-0.3918, -2.8286, -1.0915], [-1.1673, -3.6298, 0.5510], [1.1684, -0.2270, 0.5941], [-0.3263, 1.5424, 1.7612], [-2.7850, 1.1144, 1.4183], [-2.7419, -1.0520, -0.2360], [-1.7921, -1.7603, -2.9079], [-3.3429, -2.2561, -2.5943], [-2.4119, -2.3691, -2.4093], [2.4699, 2.0377, 0.0604], [2.8207, 1.1588, 1.3109], [2.2118, 1.7134, 0.9261], [1.5796, -0.1156, 4.5649], [0.8618, -0.0457, 3.3332], [1.7655, -0.0838, 3.5717], [0.3555, 2.8446, 3.5931], [-1.0996, 2.1292, 3.7022], [-0.3136, 2.3177, 4.1520], [2.3249, -2.0066, -1.6341], [1.8761, -3.1860, -2.6692], [1.7076, -2.3401, -2.2737], [1.6722, 3.0950, 1.6616], [0.5440, 4.2005, 1.6799], [0.9798, 3.5016, 2.0364], [3.8735, -1.8522, 0.9845], [3.2323, -1.2744, 2.1903], [3.1425, -1.3032, 1.1514], [-2.4828, 0.8727, -4.0250], [-1.4956, 0.0275, -3.3761], [-2.1976, 0.6343, -3.2346], [-0.3559, -1.3800, -4.5764], [0.4853, -1.0738, -3.3858], [-0.5037, -1.1448, -3.7642], [-1.9909, 3.2520, -2.3725], [-0.6917, 3.2152, -1.7879], [-1.4409, 3.6728, -1.6585]], "atomic_forces_ev_per_a": [[-3.5, -0.1, -3.1], [-1.1, -0.8, 0.0], [-0.3, 3.0, 0.6], [1.8, -1.1, -0.8], [-1.6, 3.2, 1.0], [1.0, -2.8, 0.0], [3.5, -0.5, 1.1], [-0.4, -0.7, 2.7], [0.4, 2.0, -1.3], [-0.9, -1.0, 0.7], [0.1, -0.5, -0.6], [0.6, -1.1, -0.4], [0.3, 0.2, 0.0], [-1.7, -1.1, 0.7], [0.1, 0.6, -0.4], [1.0, 0.0, 0.1], [0.5, -0.5, 0.0], [2.5, -2.1, 1.0], [-2.1, 2.0, -1.4], [1.1, 0.2, -1.7], [-1.7, 0.2, -1.4], [0.9, -0.4, 3.0], [-1.9, -1.1, 0.5], [-1.6, -0.1, -1.4], [3.2, 1.1, 1.0], [0.7, -0.5, 0.4], [0.7, -0.5, 0.3], [-1.3, 1.3, -0.8], [3.8, -2.0, -2.8], [-1.3, 2.9, -2.1], [-3.1, -0.2, 5.4], [1.6, -1.2, -0.9], [-1.0, 0.3, -2.7], [-0.5, 1.0, 3.6], [-2.1, 1.7, -5.6], [1.1, -0.6, -0.2], [0.3, 0.1, 5.8], [0.9, -2.2, -7.6], [-3.1, -0.5, -0.5], [3.4, 2.1, 7.8], [0.3, 0.7, 1.2], [4.5, -2.5, -0.2], [-4.9, 1.8, -0.9]]}